{
  "formula": "C2H2HgLiO2",
  "method": "ωB97M-V/def2-TZVPD",
  "species": ["C", "C", "O", "O", "H", "Hg", "Li", "H"],
  "positions_angstrom": [[-0.515, -0.363, 0.510], [0.891, -0.034, 0.192], [1.075, 0.772, -0.882], [-1.429, 0.314, -0.084], [1.459, -0.995, 0.124], [-2.135, -1.565, -0.045], [-0.445, 1.694, -1.139], [1.098, 0.178, 1.324]],
  "charge": 1,
  "e_above_lowest_kcal_mol": 51.4,
  "orbital_gap_ev": [6.4, 7.0],
  "e_homo_ev": [-13.612, -14.171]
}

{
  "formula": "C16H36N3O2",
  "method": "ωB97M-V/def2-TZVPD",
  "species": ["C", "O", "C", "C", "C", "C", "C", "C", "C", "C", "C", "C", "C", "C", "C", "N", "C", "N", "N", "C", "H", "H", "H", "H", "H", "H", "H", "H", "H", "H", "H", "H", "H", "H", "H", "H", "H", "H", "H", "H", "H", "H", "H", "H", "H", "H", "H", "H", "H", "H", "H", "H", "H", "H", "O", "H", "H"],
  "positions_angstrom": [[2.911, -2.937, 1.081], [3.818, -2.960, -0.015], [3.178, -2.568, -1.237], [3.715, -1.166, -1.739], [2.965, 0.053, -1.076], [3.632, 0.530, 0.283], [2.580, 0.985, 1.383], [2.153, 2.501, 1.235], [1.115, 2.773, 0.070], [-0.388, 2.851, 0.553], [-1.346, 2.816, -0.726], [-2.820, 2.488, -0.260], [-3.297, 1.029, -0.579], [-2.407, -0.098, 0.107], [-3.070, -0.723, 1.393], [-2.627, -2.158, 1.628], [-1.336, -2.226, 0.966], [-0.196, -2.110, 1.607], [-1.396, -2.378, -0.468], [-2.311, -1.275, -0.948], [2.656, -1.865, 1.317], [1.944, -3.449, 0.793], [3.371, -3.414, 1.988], [2.056, -2.569, -1.195], [3.456, -3.348, -2.003], [4.803, -1.129, -1.483], [3.551, -1.139, -2.852], [1.863, -0.131, -0.916], [3.037, 0.913, -1.791], [4.306, 1.414, 0.109], [4.239, -0.313, 0.716], [3.130, 0.916, 2.368], [1.703, 0.286, 1.481], [3.089, 3.057, 0.945], [1.793, 2.908, 2.212], [1.185, 2.038, -0.768], [1.364, 3.797, -0.332], [-0.619, 2.026, 1.278], [-0.598, 3.812, 1.105], [-1.234, 3.781, -1.271], [-0.990, 1.927, -1.324], [-3.511, 3.178, -0.827], [-2.988, 2.746, 0.824], [-3.441, 0.817, -1.665], [-4.323, 0.924, -0.119], [-1.413, 0.379, 0.321], [-2.814, -0.086, 2.278], [-4.176, -0.764, 1.209], [-2.421, -2.308, 2.620], [-0.005, -2.438, 2.551], [0.553, -1.585, 1.141], [-1.787, -3.295, -0.694], [-1.988, -0.888, -1.949], [-3.343, -1.729, -1.014], [-5.445, 0.238, -2.685], [-5.515, -0.627, -3.104], [-6.361, 0.491, -2.522]],
  "charge": 1,
  "e_above_lowest_kcal_mol": 109.0,
  "orbital_gap_ev": 7.6,
  "e_homo_ev": -12.112
}

{
  "formula": "C2H4ClP",
  "method": "ωB97M-V/def2-TZVPD",
  "species": ["C", "C", "P", "Cl", "H", "H", "H", "H"],
  "positions_angstrom": [[-0.033, -0.011, -0.260], [-0.241, 0.133, 1.137], [0.450, -1.446, -1.008], [0.606, -0.502, -3.562], [0.124, 0.887, -0.783], [0.282, 0.971, 1.564], [-0.018, -0.735, 1.602], [-1.170, 0.702, 1.310]],
  "charge": 0,
  "e_above_lowest_kcal_mol": 42.2,
  "orbital_gap_ev": 8.2,
  "e_homo_ev": -9.722
}

{
  "formula": "C4H8O2",
  "method": "ωB97M-V/def2-TZVPD",
  "species": ["O", "C", "C", "C", "C", "O", "H", "H", "H", "H", "H", "H", "H", "H"],
  "positions_angstrom": [[0.814, 1.090, -1.668], [1.447, 0.257, -1.059], [1.096, -0.286, 0.300], [-0.136, 0.329, 0.955], [-1.410, 0.142, 0.133], [-1.494, -1.208, -0.306], [2.370, -0.173, -1.507], [1.984, -0.170, 0.937], [0.951, -1.368, 0.179], [-0.267, -0.141, 1.937], [0.015, 1.401, 1.129], [-2.282, 0.386, 0.756], [-1.397, 0.829, -0.717], [-1.764, -1.205, -1.229]],
  "charge": 0,
  "smiles": "O=CCCCO",
  "e_above_lowest_kcal_mol": 27.1,
  "orbital_gap_ev": 10.7,
  "e_homo_ev": -9.777
}

{
  "formula": "C5H8ClN2",
  "method": "ωB97M-V/def2-TZVPD",
  "species": ["N", "C", "N", "C", "C", "C", "C", "Cl", "H", "H", "H", "H", "H", "H", "H", "H"],
  "positions_angstrom": [[1.788, 1.852, -0.648], [0.952, 0.880, -0.432], [1.018, 0.123, 0.620], [0.463, -1.209, 0.780], [-1.080, -0.970, 0.836], [-1.826, -0.445, -0.399], [-2.546, -0.203, -1.317], [-3.395, 0.068, -2.690], [1.693, 2.320, -1.546], [2.541, 2.052, 0.150], [0.089, 0.748, -1.085], [1.757, 0.390, 1.250], [0.879, -1.611, 1.684], [0.627, -1.951, -0.049], [-1.219, -0.238, 1.739], [-1.743, -1.807, 1.107]],
  "charge": 1,
  "smiles": "[NH2+]=CNCCC#CCl",
  "e_above_lowest_kcal_mol": 56.6,
  "orbital_gap_ev": 9.5,
  "e_homo_ev": -13.129
}

{
  "formula": "C33H73ClNO27P7",
  "method": "ωB97M-V/def2-TZVPD",
  "species": ["C", "O", "C", "C", "C", "C", "C", "P", "O", "C", "O", "O", "C", "C", "C", "C", "C", "N", "C", "P", "O", "O", "O", "C", "C", "C", "C", "C", "Cl", "H", "H", "H", "H", "H", "H", "H", "H", "H", "H", "H", "H", "H", "H", "H", "H", "H", "H", "H", "H", "H", "H", "H", "H", "H", "H", "H", "H", "C", "O", "P", "O", "O", "C", "O", "C", "H", "H", "H", "H", "H", "H", "H", "H", "H", "C", "O", "P", "O", "O", "C", "O", "C", "H", "H", "H", "H", "H", "H", "H", "H", "H", "C", "O", "P", "O", "O", "C", "O", "C", "H", "H", "H", "H", "H", "H", "H", "H", "H", "C", "O", "P", "O", "O", "C", "O", "C", "H", "H", "H", "H", "H", "H", "H", "H", "H", "C", "O", "P", "O", "O", "C", "O", "C", "H", "H", "H", "H", "H", "H", "H", "H", "H"],
  "positions_angstrom": [[-4.365, 0.144, 5.977], [-3.101, 0.582, 6.411], [-2.835, 1.905, 6.008], [-1.468, 2.322, 6.538], [-0.826, 3.478, 5.750], [0.281, 3.136, 4.722], [-0.010, 3.476, 3.234], [0.052, 5.324, 3.208], [1.357, 5.908, 3.616], [-1.427, 3.131, 2.826], [-2.372, 3.869, 2.746], [-1.505, 1.833, 2.470], [-0.187, 1.309, 2.184], [-0.278, 0.592, 0.851], [-1.463, 0.456, 0.141], [-1.443, -0.243, -1.062], [-0.244, -0.774, -1.518], [0.898, -0.645, -0.842], [0.860, 0.004, 0.308], [-0.033, -0.057, 3.513], [-1.116, 0.032, 4.492], [1.439, -0.039, 4.158], [-0.020, -1.437, 2.716], [0.764, 2.620, 2.190], [2.230, 2.277, 2.539], [0.741, 3.150, 0.725], [1.300, 4.543, 0.341], [2.545, 5.088, 1.039], [4.037, 4.614, 0.152], [-5.175, 0.663, 6.506], [-4.483, 0.291, 4.897], [-4.438, -0.923, 6.191], [-3.615, 2.567, 6.418], [-2.882, 1.995, 4.913], [-0.835, 1.437, 6.607], [-1.607, 2.695, 7.557], [-0.373, 4.150, 6.482], [-1.630, 4.054, 5.284], [1.158, 3.741, 4.976], [0.589, 2.101, 4.846], [-0.417, 5.738, 1.959], [-1.003, 5.654, 4.060], [-2.390, 0.870, 0.514], [-2.350, -0.377, -1.640], [-0.207, -1.303, -2.463], [1.821, 0.095, 0.817], [1.354, -0.061, 5.122], [0.859, -1.740, 2.462], [2.516, 2.651, 3.524], [2.921, 2.709, 1.817], [2.421, 1.212, 2.537], [-0.289, 3.120, 0.355], [1.317, 2.422, 0.157], [1.559, 4.451, -0.718], [0.506, 5.292, 0.355], [2.682, 4.744, 2.056], [2.539, 6.175, 1.066], [-1.771, 2.864, -4.840], [-2.706, 1.824, -5.148], [-2.160, 0.413, -5.637], [-1.174, -0.212, -4.755], [-1.657, 0.640, -7.129], [-0.265, 0.873, -7.390], [-3.486, -0.398, -5.825], [-4.655, 0.185, -6.436], [-0.861, 2.451, -4.404], [-1.536, 3.431, -5.741], [-2.249, 3.520, -4.118], [0.352, 0.242, -6.752], [-0.017, 1.922, -7.225], [-0.095, 0.623, -8.433], [-4.375, 0.883, -7.223], [-5.240, 0.696, -5.675], [-5.229, -0.636, -6.857], [-4.483, -5.367, -8.931], [-5.273, -5.890, -7.860], [-5.655, -4.936, -6.644], [-6.296, -3.675, -7.020], [-4.318, -4.757, -5.801], [-3.527, -3.576, -6.001], [-6.517, -5.892, -5.753], [-6.116, -7.252, -5.503], [-4.720, -4.318, -9.113], [-3.423, -5.477, -8.699], [-4.719, -5.947, -9.818], [-4.171, -2.712, -6.128], [-2.879, -3.688, -6.872], [-2.913, -3.439, -5.115], [-5.034, -7.337, -5.429], [-6.486, -7.890, -6.303], [-6.557, -7.547, -4.555], [5.836, -0.450, 2.965], [6.429, 0.278, 1.887], [5.606, 0.513, 0.548], [4.289, 1.123, 0.729], [5.576, -0.894, -0.201], [4.372, -1.658, -0.054], [6.627, 1.351, -0.297], [8.029, 1.025, -0.320], [4.763, -0.256, 3.021], [6.020, -1.517, 2.838], [6.310, -0.108, 3.881], [3.518, -0.987, -0.122], [4.363, -2.192, 0.898], [4.316, -2.375, -0.869], [8.181, -0.051, -0.271], [8.526, 1.511, 0.519], [8.420, 1.407, -1.258], [8.666, 7.064, 4.181], [8.118, 5.866, 3.622], [9.101, 4.773, 3.015], [10.175, 4.331, 3.900], [9.611, 5.380, 1.630], [10.881, 6.040, 1.567], [8.095, 3.663, 2.559], [6.863, 3.992, 1.884], [9.624, 6.865, 4.662], [8.785, 7.817, 3.400], [7.959, 7.425, 4.923], [11.613, 5.515, 2.177], [10.792, 7.074, 1.903], [11.191, 6.029, 0.525], [6.992, 4.849, 1.224], [6.089, 4.206, 2.618], [6.596, 3.119, 1.301], [-5.658, -6.543, 0.301], [-5.757, -7.964, 0.458], [-6.448, -8.821, -0.688], [-5.916, -8.616, -2.033], [-8.010, -8.537, -0.552], [-8.640, -7.564, -1.396], [-6.307, -10.275, -0.119], [-6.562, -10.564, 1.264], [-5.508, -6.278, -0.746], [-6.558, -6.064, 0.687], [-4.800, -6.215, 0.881], [-8.239, -7.619, -2.406], [-8.498, -6.561, -0.995], [-9.701, -7.798, -1.408], [-7.377, -9.953, 1.650], [-5.660, -10.388, 1.845], [-6.840, -11.613, 1.317]],
  "charge": 0,
  "smiles": "COCCCC[C@]1([PH2]=O)C(=O)O[C@](c2cccnc2)(P(=O)(O)O)[C@@]1(C)CCCCl.COP(=O)(OC)OC.COP(=O)(OC)OC.COP(=O)(OC)OC.COP(=O)(OC)OC.COP(=O)(OC)OC",
  "e_above_lowest_kcal_mol": 0.0,
  "orbital_gap_ev": 9.5,
  "e_homo_ev": -9.280
}

{
  "formula": "C16H10Cl5INOSiTc",
  "method": "ωB97M-V/def2-TZVPD",
  "species": ["Tc", "Cl", "C", "C", "C", "I", "C", "O", "C", "N", "C", "C", "C", "C", "H", "H", "H", "H", "Cl", "Si", "Cl", "Cl", "Cl", "C", "C", "C", "C", "C", "C", "C", "H", "H", "H", "H", "H", "H"],
  "positions_angstrom": [[0.120, 1.012, -0.550], [-5.252, -3.164, 0.525], [-4.064, -1.921, 0.661], [-4.061, -1.098, 1.750], [-3.103, -0.063, 1.889], [-3.171, 1.187, 3.525], [-2.143, 0.101, 0.923], [-1.190, 1.050, 0.948], [-2.150, -0.747, -0.204], [-1.181, -0.494, -1.145], [-1.147, -1.218, -2.256], [-2.066, -2.243, -2.493], [-3.034, -2.519, -1.560], [-3.101, -1.763, -0.376], [-4.807, -1.233, 2.520], [-0.366, -0.977, -2.963], [-1.997, -2.804, -3.413], [-3.755, -3.308, -1.729], [-3.402, 2.715, -1.254], [-1.466, 2.970, -0.721], [1.253, 1.055, -2.526], [-1.365, 4.681, 0.356], [1.660, 2.682, 0.493], [3.121, 1.635, 0.552], [4.360, 2.221, 0.625], [5.453, 1.359, 0.614], [5.260, -0.011, 0.524], [3.981, -0.549, 0.461], [2.864, 0.279, 0.484], [1.454, -0.206, 0.499], [4.479, 3.293, 0.669], [6.452, 1.770, 0.660], [6.114, -0.674, 0.502], [3.846, -1.622, 0.402], [1.052, -0.186, 1.517], [1.350, -1.212, 0.087]],
  "charge": 1,
  "s2": 3.784,
  "e_above_lowest_kcal_mol": 12.3,
  "orbital_gap_ev": [7.2, 6.1],
  "e_homo_ev": [-11.374, -11.596],
  "multiplicity": 4
}

{
  "formula": "C5H14",
  "method": "ωB97M-V/def2-TZVPD",
  "species": ["C", "C", "C", "H", "H", "H", "H", "H", "H", "H", "H", "C", "C", "H", "H", "H", "H", "H", "H"],
  "positions_angstrom": [[1.963, 0.951, -0.038], [1.064, 1.376, 1.189], [-0.363, 1.663, 0.479], [1.959, 1.577, -0.968], [2.966, 0.738, 0.331], [1.662, -0.024, -0.426], [0.984, 0.623, 2.089], [1.427, 2.338, 1.634], [-0.867, 0.743, 0.303], [-0.870, 2.394, 0.964], [-0.244, 2.365, -0.481], [-1.950, -1.963, -0.863], [-0.425, -1.761, -0.458], [-2.518, -2.817, -0.493], [-2.422, -1.019, -0.387], [-2.171, -1.883, -1.958], [-0.043, -2.828, -0.355], [-0.237, -1.245, 0.609], [0.083, -1.228, -1.173]],
  "charge": 0,
  "smiles": "CCC.CC",
  "e_above_lowest_kcal_mol": 41.3,
  "orbital_gap_ev": 12.1,
  "e_homo_ev": -10.928
}